Entry from OMol25: a structure of composition C38H27Cl2N12O3W (wB97M-V/def2-TZVPD).

Last column: Mulliken charge in e.
Positions of all 83 atoms, in Å:
W 0.243135 0.320515 -0.611009  0.894
Cl -5.658449 1.404645 -4.108768  -0.204
Cl -6.622178 0.319765 -1.265724  -0.214
O -1.505517 -2.603266 2.446118  -0.457
O 2.221941 -3.166021 0.923718  -0.669
O -0.958492 2.641905 -3.916729  -0.747
N 2.631593 0.150676 1.829838  0.102
N -1.606522 -0.429819 -0.205384  -0.038
N 2.448055 -0.095550 -1.076272  0.786
N 0.440834 -1.616278 -1.530999  -0.531
N -0.309241 -0.960812 3.646226  -0.115
N 4.564652 -0.714813 -1.193314  -0.121
N -0.874815 1.084468 -2.187886  0.322
N 1.186230 2.231611 -1.168208  0.633
N -1.948739 -5.147753 -0.065273  -0.590
N -0.051500 -0.580162 1.387605  0.471
N -0.882938 1.802038 0.804710  0.610
N 1.148865 -5.043761 1.591154  -0.410
C 2.212214 2.801308 -0.518194  -0.329
C -3.171415 1.086153 -3.142918  -1.093
C -3.706420 -1.681205 2.129546  -0.833
C 3.522995 -0.415832 -0.391066  -0.058
C -3.680719 -2.058812 4.550043  -0.766
C 0.289812 -2.600530 -0.909819  0.674
C -2.254560 -1.406998 2.145776  0.869
C -4.339264 -2.041790 3.250869  -0.844
C 1.943737 -0.705982 2.775269  -1.644
C -0.455525 2.146757 -2.927279  0.203
C 2.837578 3.933175 -0.991776  -0.971
C 1.263779 -3.943310 0.816186  0.616
C -4.013993 0.008800 -0.735531  -1.021
C 2.732359 -0.222600 -4.805729  -1.112
C -1.700896 1.072165 1.597009  0.396
C -1.521259 -0.403416 1.244863  0.906
C -2.552398 1.638162 2.513111  -0.832
C 4.086478 -0.583091 -4.862322  -0.656
C 2.815158 -0.212804 -2.434138  0.186
C -0.918691 3.127216 0.903895  0.110
C 0.459199 -0.734046 2.554688  0.006
C -2.657215 0.073460 -0.997422  1.153
C 4.820142 -0.784143 -3.710761  -1.150
C 3.715766 -0.469526 1.090148  -1.597
C -2.244940 0.721574 -2.180521  0.125
C -2.371063 -1.829430 4.664699  -1.026
C 0.174911 -3.704262 -0.128094  0.096
C -2.586428 3.027614 2.607629  -0.870
C -1.573817 -1.608947 3.448231  0.835
C -1.014199 -4.475626 -0.121625  -0.243
C -1.762102 3.780134 1.792919  -1.222
C 2.077897 -0.041816 -3.603735  -0.133
C 0.761010 2.778152 -2.313131  0.651
C 2.402874 4.492714 -2.190576  -0.670
C -4.948014 0.436158 -1.672416  -0.708
C 4.149910 -0.591589 -2.510387  0.662
C -4.529852 0.926269 -2.895250  0.344
C 1.345685 3.906978 -2.860148  -0.950
H 2.951642 0.987284 2.293563  0.300
H -0.265927 3.685518 0.246637  0.264
H 2.270896 -1.742782 2.652438  0.343
H 3.810796 -1.524184 1.355461  0.445
H -3.258368 3.510786 3.303928  0.506
H 0.945758 4.289342 -3.788481  0.629
H 0.172205 -1.186798 4.504678  0.447
H -1.770482 4.859639 1.827107  0.473
H 2.178334 -0.102719 -5.726609  0.496
H 3.655523 4.367858 -0.435407  0.514
H 2.883794 5.376347 -2.587571  0.461
H 2.134340 -0.409070 3.811048  0.465
H -4.388629 -0.346854 0.205363  0.564
H -5.382904 -2.321373 3.202112  0.506
H 0.392817 -5.695717 1.466151  0.205
H -2.851385 1.538275 -4.066112  0.715
H 2.516499 2.313300 0.397579  0.364
H -3.189083 1.010489 3.123108  0.470
H 1.019707 0.171243 -3.588475  0.490
H 4.670846 0.014034 1.317929  0.663
H 4.559123 -0.723878 -5.824394  0.418
H -4.223773 -1.723443 1.186809  0.589
H -1.877305 -1.783180 5.627475  0.398
H -4.278091 -2.245574 5.432018  0.477
H 1.910809 -5.281914 2.200407  0.245
H 5.478123 -0.992394 -0.876550  0.271
H 5.859076 -1.082630 -3.742047  0.456

Atomic forces in eV per Å
-0.160 -0.162 0.205
0.002 -0.004 0.008
-0.003 0.001 -0.003
-0.003 0.008 -0.007
0.012 0.006 0.020
-0.015 0.012 0.017
0.058 -0.033 0.081
-0.039 0.051 -0.068
0.061 -0.115 -0.063
0.009 0.130 0.075
-0.014 -0.015 -0.021
-0.033 0.063 -0.073
-0.028 0.002 -0.141
0.096 0.053 -0.043
-0.025 0.013 0.023
-0.036 0.018 -0.062
-0.024 0.035 0.041
-0.016 -0.017 0.031
-0.005 -0.024 0.009
0.038 -0.009 -0.003
-0.007 0.005 -0.007
0.067 0.021 0.014
0.003 0.005 -0.023
0.021 -0.002 -0.068
-0.015 -0.019 -0.007
0.013 -0.001 0.024
-0.030 -0.009 -0.061
0.046 -0.018 0.025
-0.002 0.025 -0.033
-0.011 -0.005 -0.011
0.049 -0.026 0.047
0.032 -0.003 0.000
0.008 0.013 -0.014
0.082 0.057 0.000
-0.015 0.024 0.006
-0.017 0.001 0.026
-0.024 0.014 0.000
-0.026 -0.002 0.000
0.037 0.011 0.009
0.009 -0.039 0.034
-0.022 0.011 -0.022
-0.051 0.042 0.019
-0.034 0.004 0.021
0.019 0.001 -0.030
0.006 0.016 0.004
0.004 -0.012 -0.013
0.017 0.003 0.048
0.022 -0.039 -0.035
0.000 -0.032 -0.004
-0.004 -0.001 -0.029
-0.010 0.002 0.000
-0.008 -0.019 0.017
-0.008 0.007 -0.011
0.075 -0.026 0.058
-0.022 -0.004 -0.012
0.012 -0.004 0.014
-0.022 0.008 -0.023
0.000 0.010 0.008
0.008 -0.001 0.013
-0.022 -0.021 0.002
-0.005 0.001 0.004
-0.005 -0.001 -0.002
0.005 0.009 -0.002
0.004 0.005 -0.005
0.007 -0.001 -0.008
0.000 -0.005 0.009
0.005 0.004 -0.004
-0.008 0.000 0.001
-0.017 0.022 -0.039
-0.006 -0.004 0.003
0.009 -0.006 0.000
-0.014 0.001 0.001
-0.008 0.005 -0.012
-0.001 0.002 0.008
-0.008 0.011 0.025
0.007 -0.025 -0.011
-0.004 0.005 -0.010
0.005 -0.018 0.025
-0.009 -0.003 0.014
-0.007 -0.002 0.001
0.005 0.005 -0.008
-0.012 -0.015 0.007
0.005 -0.003 -0.007

As for the relative energy (zero: lowest compared OMol25 entry of this formula, charge and spin): 21.83 kcal per mole. The total charge is +1. The expectation value of S² is 2.01. The value obtained for the frontier orbital gap (alpha / beta) is 6.63 / 6.58 eV. The calculation puts the molar mass at 954.461 g/mol. The highest occupied orbital energy (alpha / beta) comes out at -0.3554 / -0.3642 Eh. The spin multiplicity is 3.


Entry from OMol25: a structure of composition C3H3LiMgNaO3 (wB97M-V/def2-TZVPD).

Last column: Mulliken charge in e.
Positions of all 12 atoms, in Å:
Mg -1.420477 1.159401 0.956357  0.990
Na 1.677785 -3.591972 0.121810  0.949
O 0.193000 0.391793 -1.090373  -0.323
O 0.365952 0.841933 1.753641  -0.821
O 0.255678 -1.847555 -0.729755  -0.782
C 0.489573 -0.444225 1.331783  -0.699
C -1.064434 1.174617 -1.149020  -0.724
C 0.065289 -0.690399 -0.233187  0.818
Li 1.804551 1.410971 0.426199  0.892
H 0.169945 -1.177271 2.090338  0.236
H -0.800218 2.127003 -1.633596  0.232
H -1.736645 0.645705 -1.844198  0.232

Atomic forces in eV per Å
1.181 -0.499 -0.053
-0.629 0.769 -0.299
-0.399 0.456 0.495
-0.317 2.453 0.034
-0.498 0.961 0.477
-1.469 -0.611 -3.960
-0.088 0.039 -0.276
3.153 -2.442 3.083
-0.986 -0.857 0.419
-0.013 -0.183 -0.587
-0.076 -0.269 0.279
0.141 0.183 0.387

As for the relative energy (zero: lowest compared OMol25 entry of this formula, charge and spin): 32.32 kcal per mole. The total charge is +1. The value obtained for the frontier orbital gap (alpha / beta) is 5.72 / 5.72 eV. The calculation puts the molar mass at 141.290 g/mol. The highest occupied orbital energy (alpha / beta) comes out at -0.3526 / -0.3526 Eh. The spin multiplicity is 1.


Entry from OMol25: a cluster of 2 separate species, C3H9N in total (wB97M-V/def2-TZVPD).

Last column: Mulliken charge in e.
Positions of all 13 atoms, in Å:
N 0.418828 1.702496 -1.588147  -0.497
C -0.265715 -0.710353 2.917996  -0.694
C 0.167286 0.343883 -1.357968  0.311
C -0.329182 -0.508304 -2.250705  -0.823
H 0.379814 1.936435 -2.565935  0.205
H -1.317857 -0.966669 2.778529  0.252
H -0.472704 -0.260022 -3.295604  0.216
H -0.401859 -1.551327 -1.999974  0.254
H 1.233544 2.029897 -1.098585  0.233
H -0.233283 0.208384 3.489827  0.232
H 0.137990 -0.670582 1.914393  -0.017
H 0.174479 -1.539052 3.452859  0.272
H 0.508659 -0.014783 -0.396692  0.058

Atomic forces in eV per Å
-0.377 -0.644 0.366
-0.984 -0.552 -0.185
0.484 0.160 -0.584
0.394 -0.200 -0.028
0.200 0.263 -0.030
-0.061 0.042 0.100
-0.251 0.230 0.095
-0.218 -0.145 0.133
0.056 0.267 -0.174
0.355 0.163 -0.145
0.380 0.395 0.014
0.308 -0.052 0.224
-0.285 0.073 0.215

As for the relative energy (zero: lowest compared OMol25 entry of this formula, charge and spin): 20.55 kcal per mole. The total charge is 0. The value obtained for the frontier orbital gap is 9.46 eV. The calculation puts the molar mass at 59.112 g/mol. The highest occupied orbital energy comes out at -0.3082 Eh. The spin multiplicity is 1.


Entry from OMol25: the molecule C3H4O2 (wB97M-V/def2-TZVPD).

Last column: Mulliken charge in e.
Positions of all 9 atoms, in Å:
O 0.239933 -1.080132 -1.593280  -0.476
O 0.998742 0.983777 -1.612874  -0.461
C -0.646669 -0.731558 1.183932  -0.595
C -0.171092 0.241215 0.356780  -0.174
C 0.441218 -0.096591 -0.972392  0.724
H -1.215891 -0.507528 2.103244  0.275
H -0.229602 1.291847 0.704674  0.159
H 1.153476 1.697771 -0.901475  0.317
H -0.570116 -1.798801 0.731390  0.232

Atomic forces in eV per Å
0.244 -1.538 -0.172
0.678 1.243 2.318
0.283 -0.401 -2.456
-0.301 -0.907 2.206
-1.133 2.161 -0.300
0.647 -0.296 -0.572
0.127 -0.623 -0.511
-0.288 -1.448 -1.792
-0.258 1.808 1.279

As for the relative energy (zero: lowest compared OMol25 entry of this formula, charge and spin): 18.02 kcal per mole. The total charge is 0. The value obtained for the frontier orbital gap is 10.91 eV. The calculation puts the molar mass at 72.063 g/mol. The highest occupied orbital energy comes out at -0.3910 Eh. The spin multiplicity is 1.


Entry from OMol25: a structure of composition C14H23F5N4O2PdS2Te2 (wB97M-V/def2-TZVPD).

Last column: Mulliken charge in e.
Positions of all 53 atoms, in Å:
Te -1.669383 2.154557 0.458333  1.241
Te 1.334146 0.951946 -1.524083  0.020
Pd 0.141091 -0.157670 0.411285  -0.163
S 4.525350 0.107579 -0.550591  -0.141
S -1.005190 -2.480181 -1.571869  -0.357
F -1.306898 -0.377976 1.953280  -0.786
F -1.006660 3.386304 -0.827280  -0.439
F -1.980225 4.021032 1.297779  -0.589
F -3.304095 2.401737 -0.690569  -0.589
F 0.165848 2.506235 1.161747  -0.492
O -1.107872 0.853585 -0.848185  0.294
O 1.197156 0.354281 6.000112  -0.385
N -3.241412 -1.006307 -1.634391  0.218
N -1.847279 -0.736025 -3.455005  0.195
N 1.492557 -1.602104 1.156071  -0.566
N 1.355709 -0.370383 3.290804  0.067
C 1.389214 1.334406 4.968393  -0.738
C 0.763394 0.917868 3.660597  -0.087
C -1.985449 0.728700 -3.570939  -1.151
C 5.799976 -0.280592 -1.633610  -0.527
C 1.722634 -0.905471 5.610790  -0.654
C 1.117384 -1.391508 4.312942  -0.587
C 1.250357 -0.804357 2.014364  0.727
C 3.344792 0.242302 -1.795069  0.106
C -3.470051 -1.123586 -0.201029  -1.150
C -0.796180 -1.259266 -4.326513  -1.048
C 3.942227 -0.011394 -3.006810  -0.448
C -4.289306 -0.253378 -2.308182  -1.036
C -2.049314 -1.316165 -2.218056  0.144
C 5.343720 -0.304832 -2.919391  -0.447
H -0.961944 -0.844090 -5.327616  0.341
H -4.384171 -1.703018 -0.022136  0.310
H 3.374132 0.014042 -3.934396  0.310
H 0.193470 -0.973722 -3.970489  0.301
H 2.464941 1.493702 4.825737  0.361
H -4.198387 -0.361091 -3.385443  0.342
H -0.848805 -2.341855 -4.364481  0.369
H 0.971534 1.651350 2.887002  0.269
H 1.581519 -2.326161 4.001333  0.475
H -2.314222 1.171979 -2.634876  0.289
H -1.008575 1.159145 -3.787874  0.394
H 1.494478 -1.599904 6.417282  0.344
H -3.594104 -0.135226 0.232398  0.249
H -0.316646 0.820283 3.760969  0.147
H 2.812013 -0.834229 5.493326  0.326
H 0.041541 -1.549293 4.436578  0.312
H -4.269237 0.806832 -2.032240  0.223
H -2.678470 0.995367 -4.376530  0.272
H 6.806806 -0.457797 -1.271259  0.336
H -5.249788 -0.671818 -1.995658  0.393
H -2.644955 -1.609360 0.279623  0.348
H 5.969126 -0.535274 -3.777037  0.310
H 0.933487 2.250826 5.330875  0.348

Atomic forces in eV per Å
-0.606 2.265 0.203
0.575 -0.097 -0.361
-0.479 -0.356 -0.877
-0.053 0.037 0.035
-0.296 0.129 -0.282
0.199 -0.233 -0.114
0.050 -0.002 -0.446
-0.413 -0.269 0.211
-0.278 -0.150 0.010
0.098 -0.201 0.182
0.519 -0.202 0.857
0.043 -0.018 -0.121
0.228 0.282 -0.001
0.337 0.304 0.132
0.021 0.222 0.669
-0.138 0.016 -0.202
0.063 -0.219 0.147
0.152 -0.046 0.108
-0.069 -0.085 -0.059
0.054 0.028 -0.018
-0.022 0.270 0.012
-0.004 0.091 -0.167
0.827 -0.692 0.107
0.126 -0.098 0.050
-0.212 -0.141 -0.404
-0.330 0.098 0.193
0.142 -0.048 0.047
0.040 -0.070 0.098
-0.555 -0.506 -0.133
-0.275 0.050 -0.063
0.005 -0.032 0.100
0.005 -0.005 -0.056
0.160 -0.042 0.141
0.117 0.054 0.043
0.058 0.028 0.035
-0.017 -0.029 -0.001
-0.027 -0.108 0.000
-0.077 0.018 -0.108
0.023 -0.021 -0.019
0.064 -0.051 -0.153
0.088 0.002 0.021
0.000 -0.055 0.083
-0.028 0.157 0.038
-0.162 -0.042 -0.103
0.053 0.016 0.019
-0.087 -0.022 -0.055
-0.012 -0.095 -0.003
0.002 -0.038 -0.048
-0.182 -0.040 -0.100
-0.037 -0.039 0.031
0.404 -0.133 0.181
-0.056 0.038 0.097
-0.035 0.081 0.043

As for the relative energy (zero: lowest compared OMol25 entry of this formula, charge and spin): 1.10 kcal per mole. The total charge is -2. The value obtained for the frontier orbital gap is 5.70 eV. The calculation puts the molar mass at 800.108 g/mol. The highest occupied orbital energy comes out at -0.0485 Eh. The spin multiplicity is 1.


Entry from OMol25: the molecule C7H6N4O (wB97M-V/def2-TZVPD).

Last column: Mulliken charge in e.
Positions of all 18 atoms, in Å:
O -2.776728 -1.143091 0.505833  -0.128
N -1.446522 -1.439001 0.689995  -0.454
N 1.374015 -1.348728 -0.398325  -0.541
N -4.072086 0.427114 -0.444306  -0.501
N -1.639454 0.489704 -0.380646  -0.625
C 2.608901 1.030299 0.349661  -0.256
C -2.854629 -0.028828 -0.106403  0.640
C -0.852453 -0.489071 0.056362  0.345
C 2.658461 -1.245912 -0.443018  -0.326
C 3.410017 -0.093822 -0.063614  -0.741
C 0.666443 -0.274905 0.058609  0.545
C 1.227410 0.884716 0.442431  -0.554
H 4.358068 -0.134312 -0.162495  0.584
H 2.926995 2.150187 0.666104  0.232
H 0.454907 1.564277 0.571648  0.524
H 3.143422 -2.010631 -0.640270  0.667
H -4.864295 0.119641 0.110368  0.275
H -4.322476 1.542357 -0.811926  0.313

Atomic forces in eV per Å
-1.244 -1.820 1.224
1.044 -1.676 0.130
-2.291 0.545 0.575
-2.601 4.589 -1.389
-2.838 0.555 -0.931
1.456 1.707 0.592
1.978 3.008 -1.427
2.622 1.099 1.170
-1.984 7.949 2.836
-8.941 1.470 0.848
-0.910 -3.903 -1.343
0.751 -0.787 -0.895
6.512 0.215 -0.423
0.098 -3.031 -0.929
-0.466 2.235 0.916
4.476 -7.288 -2.367
0.439 -0.263 -0.094
1.899 -4.604 1.508

As for the relative energy (zero: lowest compared OMol25 entry of this formula, charge and spin): 86.12 kcal per mole. The total charge is 0. The value obtained for the frontier orbital gap is 9.72 eV. The calculation puts the molar mass at 162.152 g/mol. The highest occupied orbital energy comes out at -0.3373 Eh. The spin multiplicity is 1.


What did the second record say?
Entry from OMol25: a structure of composition C3H3LiMgNaO3 (wB97M-V/def2-TZVPD).

Last column: Mulliken charge in e.
Positions of all 12 atoms, in Å:
Mg -1.420477 1.159401 0.956357  0.990
Na 1.677785 -3.591972 0.121810  0.949
O 0.193000 0.391793 -1.090373  -0.323
O 0.365952 0.841933 1.753641  -0.821
O 0.255678 -1.847555 -0.729755  -0.782
C 0.489573 -0.444225 1.331783  -0.699
C -1.064434 1.174617 -1.149020  -0.724
C 0.065289 -0.690399 -0.233187  0.818
Li 1.804551 1.410971 0.426199  0.892
H 0.169945 -1.177271 2.090338  0.236
H -0.800218 2.127003 -1.633596  0.232
H -1.736645 0.645705 -1.844198  0.232

Atomic forces in eV per Å
1.181 -0.499 -0.053
-0.629 0.769 -0.299
-0.399 0.456 0.495
-0.317 2.453 0.034
-0.498 0.961 0.477
-1.469 -0.611 -3.960
-0.088 0.039 -0.276
3.153 -2.442 3.083
-0.986 -0.857 0.419
-0.013 -0.183 -0.587
-0.076 -0.269 0.279
0.141 0.183 0.387

As for the relative energy (zero: lowest compared OMol25 entry of this formula, charge and spin): 32.32 kcal per mole. The total charge is +1. The value obtained for the frontier orbital gap (alpha / beta) is 5.72 / 5.72 eV. The calculation puts the molar mass at 141.290 g/mol. The highest occupied orbital energy (alpha / beta) comes out at -0.3526 / -0.3526 Eh. The spin multiplicity is 1.